ORCA calculation (ωB97M-V/def2-TZVPD) on a structure of composition C46H84BBr24N2O10V.

Last column: Löwdin charge in e.
CARTESIAN COORDINATES (ANGSTROEM)
V 3.2381 0.7814 -0.6411  1.05
C 6.1931 0.8116 0.0471  -0.07
C 5.8788 -0.3634 0.9588  -0.49
C 6.1181 0.0855 2.4266  -0.13
C 5.6414 -0.9544 3.4234  -0.14
C 4.1534 -1.4825 3.1876  -0.09
C 3.7889 -1.7469 1.7221  -0.43
N 4.3487 -0.5255 0.9121  -0.03
O 4.0911 -0.7598 -0.5892  -0.29
C 2.2344 -1.4798 1.5975  -0.03
C 4.1335 -3.1536 1.1833  -0.01
C 6.7505 -1.5640 0.5170  -0.01
H 5.4985 1.7034 0.0896  0.05
H 6.3415 0.6438 -1.0303  0.08
H 7.1165 1.3750 0.4504  0.11
H 5.6504 1.0495 2.5879  0.11
H 7.1876 0.1630 2.5687  0.12
H 5.6721 -0.5782 4.3986  0.09
H 6.3272 -1.7607 3.4486  0.09
H 3.3737 -0.7592 3.5110  0.10
H 4.0171 -2.4175 3.7223  0.12
H 1.7470 -1.9937 2.4261  0.07
H 1.7827 -1.9609 0.7499  0.03
H 1.9840 -0.4258 1.7136  0.07
H 3.2364 -3.6347 1.5316  0.07
H 4.9808 -3.6030 1.6894  0.08
H 4.2287 -3.2414 0.1015  0.09
H 6.3102 -2.0545 -0.3617  0.08
H 6.8234 -2.3040 1.3280  0.07
H 7.7686 -1.1792 0.2216  0.11
C 4.1510 3.9111 -3.5629  0.00
C 2.8539 3.0315 -3.4761  -0.46
C 2.0449 2.9728 -4.7586  -0.17
C 2.6865 2.3051 -5.9269  -0.15
C 3.1249 0.9500 -5.3111  -0.15
C 3.9566 0.7636 -4.0976  -0.49
N 3.2151 1.5763 -3.0291  -0.14
O 4.0531 1.8063 -2.0372  -0.30
C 5.4694 1.0139 -4.3952  -0.01
C 3.8249 -0.6421 -3.6412  -0.07
C 2.0763 3.6822 -2.3949  -0.05
H 3.7320 4.9146 -3.6849  0.09
H 4.7261 3.7554 -4.4673  0.07
H 4.7114 3.8817 -2.6414  0.08
H 1.8525 3.9878 -5.0781  0.12
H 1.0232 2.5733 -4.5434  0.08
H 3.4050 2.8495 -6.5327  0.11
H 1.8799 1.9677 -6.6312  0.12
H 3.5286 0.2846 -6.0445  0.12
H 2.1186 0.5390 -5.1006  0.11
H 5.7756 0.1540 -4.9345  0.07
H 6.1602 1.1278 -3.5341  0.09
H 5.7408 1.7924 -5.1040  0.07
H 2.7586 -0.7581 -3.3317  0.05
H 4.5350 -1.0006 -2.9254  0.07
H 3.8230 -1.4575 -4.4166  0.10
H 1.1703 3.0629 -2.0963  0.10
H 1.8337 4.7203 -2.5580  0.09
H 2.7192 3.7406 -1.5199  0.06
O 1.3931 0.2215 -1.7164  0.03
C 0.4430 0.4042 -0.9203  -0.38
O -0.7733 0.1251 -1.0099  0.18
B -1.4302 0.2307 0.3334  -0.92
O -0.3161 1.0214 1.1104  0.22
C 0.7232 1.1528 0.3879  -0.41
O 1.8079 1.6419 0.6593  0.04
O -1.6373 -1.0543 1.0380  0.16
C -2.9303 -1.2173 1.3700  -0.36
O -3.3715 -2.0340 2.1364  0.15
C -3.6610 -0.0016 0.6946  -0.28
O -2.6775 0.8681 0.2203  0.18
O -4.8444 0.2725 0.7390  0.14
Br 4.5739 4.3882 1.3593  0.60
C 6.2398 5.0897 2.3385  -0.59
C 7.4407 4.6313 1.6433  -0.74
Br 9.0605 5.0444 2.6286  0.64
H 6.1475 4.6910 3.3459  0.06
H 6.1713 6.1401 2.3196  0.04
H 7.5399 5.1302 0.6559  0.08
H 7.4789 3.5402 1.5829  0.03
Br -8.7582 0.8594 2.1569  0.71
C -8.5827 2.7196 1.9626  -0.75
C -7.5832 2.9738 0.9275  -0.69
Br -7.3751 4.9390 0.7479  0.62
H -8.2974 3.0389 2.9468  0.04
H -9.5473 3.0928 1.6699  0.06
H -7.8411 2.6106 -0.0476  0.05
H -6.5722 2.6285 1.1147  0.01
Br -2.7806 -1.9008 -2.2973  0.75
C -3.5028 -3.6715 -1.8556  -0.62
C -5.0482 -3.7194 -1.5210  -0.67
Br -5.5194 -5.3422 -0.5636  0.64
H -2.8968 -4.0087 -1.0006  0.00
H -3.3649 -4.3477 -2.7243  0.05
H -5.6415 -3.7469 -2.4362  0.05
H -5.2392 -2.9849 -0.7988  0.00
Br -1.7270 4.4423 -0.1035  0.64
C -2.3993 3.8708 1.6846  -0.61
C -3.9323 3.7827 1.6365  -0.74
Br -4.7578 3.4416 3.3200  0.69
H -2.1064 4.6722 2.3354  0.04
H -2.0616 2.8377 1.8058  0.03
H -4.1682 2.9364 0.9829  0.03
H -4.3656 4.7274 1.3123  0.02
Br -9.2963 -2.3353 0.2721  0.66
C -7.8904 -1.9104 -0.9473  -0.78
C -8.3643 -0.8389 -1.8669  -0.69
Br -6.8520 -0.3424 -2.9969  0.66
H -7.6151 -2.8209 -1.4389  0.02
H -7.0014 -1.3829 -0.3987  0.08
H -8.6213 0.0188 -1.3188  0.02
H -9.1623 -1.2625 -2.5370  0.08
Br 0.3224 -3.2489 5.2162  0.65
C -0.1777 -1.5836 4.3042  -0.64
C -1.1866 -0.8940 5.2208  -0.70
Br -1.8815 0.7690 4.5678  0.73
H -0.5241 -1.8439 3.3239  0.03
H 0.7635 -0.9834 4.2852  0.06
H -0.8311 -0.6853 6.2043  0.05
H -2.0481 -1.5229 5.3173  0.00
Br -1.7479 -6.7255 1.8995  0.67
C -2.1743 -6.0841 3.6751  -0.69
C -2.8738 -4.7973 3.4763  -0.78
Br -3.7315 -4.2327 5.0862  0.72
H -1.1567 -6.0843 4.1057  0.04
H -2.8124 -6.9097 4.0742  0.07
H -3.6186 -4.7911 2.6651  0.05
H -2.2031 -3.9965 3.1645  0.03
Br 1.3002 5.9173 4.0118  0.65
C 0.9058 4.4060 2.9251  -0.73
C 0.8648 3.0839 3.7526  -0.69
Br 2.6409 2.5207 4.3375  0.60
H 1.7155 4.2871 2.1972  0.00
H -0.0808 4.5566 2.4489  0.01
H 0.4513 2.3394 3.1081  -0.01
H 0.2697 3.1952 4.6963  0.05
Br -1.1250 0.6181 -4.2259  0.69
C -2.6491 1.9652 -4.1781  -0.53
C -3.4260 1.6888 -2.9118  -0.74
Br -4.6818 3.1001 -2.4898  0.63
H -3.3340 1.8836 -5.0344  0.08
H -2.1440 2.8965 -4.1294  0.04
H -2.7381 1.6160 -2.0480  0.02
H -4.1176 0.8166 -2.8306  -0.01
Br -7.4013 1.1713 5.8516  0.58
C -6.7718 -0.5577 5.2237  -0.65
C -5.2831 -0.7619 5.4709  -0.73
Br -4.5888 -0.5635 7.2631  0.61
H -7.0282 -0.4613 4.1558  0.01
H -7.3841 -1.3271 5.6890  0.06
H -4.6824 -0.0465 4.9265  -0.01
H -4.9596 -1.7524 5.0934  -0.01
Br 0.5291 -2.4553 -4.3546  0.61
C -0.5506 -2.5387 -6.0012  -0.66
C -2.0366 -2.6936 -5.6785  -0.76
Br -3.1521 -2.5279 -7.2471  0.63
H -0.0632 -3.3313 -6.4936  0.02
H -0.3443 -1.5446 -6.5341  0.07
H -2.4476 -1.8798 -5.0618  -0.05
H -2.1305 -3.7120 -5.1939  0.07
Br -0.8144 -6.4976 -2.6978  0.61
C 0.9573 -6.1537 -1.9633  -0.65
C 0.8969 -5.4744 -0.5714  -0.67
Br -0.0372 -3.7906 -0.4489  0.70
H 1.4514 -5.4546 -2.6796  0.05
H 1.5077 -7.0987 -1.9414  0.06
H 1.8765 -5.1422 -0.2359  0.03
H 0.4136 -6.1229 0.1564  -0.02

## Properties
Orbital gap (alpha / beta): 7.25 / 7.37 eV
Net charge: 0
Energy: -1779908.4999 eV
⟨S²⟩: 2.023
Multiplicity: 3
Highest occupied orbital energy (alpha / beta): -8.284 / -8.413 eV